Formula: C2H3BF2O
Source: the OMol25 dataset
Level of theory: ωB97M-V with the def2-TZVPD basis set

Each line ends with the Mulliken charge.
Element x y z (Å)
F: 2.5510 1.2703 0.4851  -0.215
F: -0.8139 -1.1723 0.2166  -0.320
O: 3.2091 -0.6007 -0.6657  -0.410
C: 1.4112 -0.8397 0.5267  -0.427
C: 2.6119 0.0105 0.1433  0.565
B: 0.2021 -0.2744 -0.0493  0.253
H: -0.0448 0.8055 -0.5187  -0.048
H: 1.0567 -1.2455 1.6078  0.297
H: 1.6321 -1.9634 0.4023  0.304

## Properties
**Relative energy (zero: lowest compared OMol25 entry of this formula, charge and spin)**: 149.9 kJ/mol
**Largest force on an atom**: 0.1055 Eh/bohr
**Frontier orbital gap**: 11.479 eV
**SMILES**: O=C(F)CBF
**E_HOMO**: -11.0 eV
**Lowest unoccupied orbital energy**: 0.0182 Ha